Computed, not measured: C57H74AsBF5N10O2S5Ti as an isolated structure at a distorted geometry, with wB97M-V/def2-TZVPD.

The geometry in XYZ format:
```
156
Properties=species:S:1:pos:R:3:lowdin_charge:R:1
H 2.5577 2.3770 -5.1286 0.115
N -3.9854 -2.8949 -2.5641 -0.079
C 2.4999 -2.2474 -4.1154 -0.384
H 0.6643 -1.4569 -4.9047 0.080
C -3.4165 -4.1898 -2.1847 -0.164
C -1.5643 -3.8467 -3.6274 -0.157
H 2.0024 6.7945 -1.0776 0.079
C 3.6672 -2.9444 -4.4353 -0.131
H -1.9416 -6.3736 3.7470 0.097
C 2.6367 -4.4477 -1.6812 -0.081
H -5.9981 4.4686 3.6531 0.098
H -6.6961 2.7587 1.5676 0.093
C 4.4175 -0.9522 -0.5718 -0.106
C 2.1874 -3.2086 -1.2383 -0.391
H 1.1076 5.8551 0.1175 0.046
H 4.7609 2.3948 -4.0907 0.066
H -6.8029 1.7547 3.0104 0.084
H -3.2012 -0.5054 5.4793 0.132
H 1.2004 -1.4719 5.2706 0.139
H -1.4067 -5.7039 1.1266 0.106
H 4.2140 3.4162 -2.7727 0.060
C 0.2811 2.2809 5.3876 -0.030
H 4.4447 4.9809 3.9069 0.094
C 1.3688 5.9185 -0.9371 -0.086
H 3.8214 -1.3725 0.2282 0.066
H 0.4463 6.0789 -1.4994 0.079
C 2.6254 2.7287 -4.0954 -0.259
H -0.8720 0.0597 5.5808 0.126
F -0.8876 2.1215 -3.3541 0.107
S 1.2370 -1.5819 0.8537 0.621
H -3.8692 -0.9118 -1.9624 0.118
F -3.6042 0.5867 0.1680 0.040
H -4.4216 4.1875 4.4043 0.096
C 1.7783 -2.4844 -6.4133 -0.077
H -0.4767 -3.8322 -3.6841 0.119
N -1.9722 -1.7896 -1.7254 -0.072
H 2.9627 0.7900 -3.2364 0.013
H 0.6355 -4.0825 4.7338 0.125
O -1.0534 0.8569 -0.8950 -0.257
H -1.9999 -0.5501 -3.4235 0.123
H -0.5516 -4.1647 0.9550 0.053
C -2.6329 1.5638 3.0641 -0.607
N -3.9528 1.7884 3.2871 0.023
N -2.2135 0.6414 3.9497 0.007
H 2.8043 -4.6084 -2.7370 0.092
H 2.8213 3.2636 1.2193 0.008
S 1.3820 1.2283 1.7988 0.662
H 3.9555 2.5437 2.3486 0.096
C -3.4469 -1.8761 -1.6721 -0.177
H -5.7877 3.1240 4.7703 0.079
C -1.4581 -4.4727 2.9001 -0.514
H 1.0464 -2.2828 -7.1848 0.107
N -0.3176 -1.1089 3.7958 0.046
C 3.8759 -3.4226 -5.7188 -0.071
C 6.4480 0.1390 -1.2633 -0.073
N -1.9551 -4.1798 -2.2577 -0.072
C -3.5527 -2.5860 -3.9303 -0.162
H 4.3779 -0.3160 -3.8937 0.103
H 0.1789 -5.4742 1.8763 0.078
C 4.0585 3.1869 -3.8249 -0.089
C 3.6387 4.4086 4.3622 -0.033
H -3.7223 -4.4272 -1.1629 0.124
H -3.4390 -5.1925 2.5375 0.094
N 0.2062 1.4532 4.2832 0.046
C 1.7991 5.2122 2.8405 -0.016
N -0.7900 -3.2113 3.3609 0.029
H 6.0168 -0.4462 0.7551 0.106
F -5.6855 1.8876 -0.8841 0.133
C 3.4333 3.4654 2.0898 -0.073
H 2.9605 4.4469 -0.7952 0.095
F -2.9523 3.4584 -4.3664 0.146
H 3.0037 -6.0536 1.2752 0.110
H 2.0972 -3.8900 2.0890 0.094
C -4.3041 3.7308 1.7209 -0.062
C 5.6631 -0.4232 -0.2678 -0.071
H 0.4259 3.4841 -2.1768 0.079
H 4.7826 -3.9673 -5.9489 0.108
N 1.6793 3.0174 3.8604 0.019
C -4.3644 0.9409 4.3048 -0.028
C 3.9373 -0.9313 -1.8767 -0.378
C -4.9110 2.8282 2.7859 -0.525
C -2.9458 -4.2271 2.6404 -0.053
H -0.5043 -1.4811 -3.1772 0.057
C 0.2178 -3.1891 4.3115 -0.023
C -4.3441 2.7588 -2.6052 -0.128
N -2.0924 -2.5396 -4.0430 -0.074
H 4.4271 -3.0970 -3.6790 0.109
C 0.5060 -1.9013 4.5706 -0.028
H -3.9655 -1.6185 -4.2250 0.127
H 1.0503 4.8987 2.1127 0.076
C -5.3011 3.6982 3.9827 -0.024
H 7.4172 0.5565 -1.0238 0.105
H 1.2523 1.1320 -3.5349 0.063
C -3.2941 0.2392 4.7092 -0.035
H -3.8021 -4.9573 -2.8577 0.128
H 3.2505 -6.4340 -1.1620 0.109
H 2.4299 4.8126 -2.4270 0.089
C -6.1320 2.0939 2.2203 -0.021
H 1.9158 3.5542 -4.0112 0.092
C 1.1439 3.4546 -1.3596 -0.319
C -2.0330 2.1328 -2.6660 -0.137
C 2.1961 1.5691 -3.2096 -0.363
H -5.8200 1.2303 1.6337 0.083
C -3.3952 1.3724 -0.8940 -0.199
H 0.5971 3.4351 -0.4106 0.070
H 3.1971 5.0339 5.1373 0.076
S -2.0206 -1.3593 1.7041 0.777
C 1.5661 -2.0181 -5.1213 -0.123
C 2.2323 -4.0707 1.0292 -0.146
H 1.2838 5.6587 3.6926 0.089
C 2.6396 4.0130 3.2692 -0.524
H -5.3828 0.9052 4.6433 0.128
O 3.3185 2.0083 -0.8089 -0.510
H -3.9376 -3.3520 -4.6051 0.128
C 1.9010 -3.0634 0.1262 -0.636
H -1.7722 -3.3467 -0.3577 0.072
H -3.4116 -3.6903 3.4695 0.096
C 5.9761 0.1713 -2.5670 -0.074
H -1.7120 -5.1200 4.9687 0.100
C 2.8950 -5.4815 -0.7917 -0.062
C 1.0465 1.9352 3.3408 -0.601
S 1.9713 1.8129 -1.4135 0.829
C -1.4565 -3.1290 -1.3774 -0.194
H -5.0591 4.4656 1.4412 0.101
C -4.4858 2.0108 -1.4492 -0.149
B -0.7815 0.2687 4.4010 -0.558
C -1.3396 -5.5084 4.0196 -0.036
C 2.7394 -5.2746 0.5711 -0.077
H 4.1774 4.2122 1.8131 0.101
C 1.1788 3.2413 5.1302 -0.030
C -2.1161 1.4499 -1.4545 -0.226
H 2.4384 5.9705 2.3879 0.099
H -0.3165 -5.8596 4.1502 0.081
H 3.1014 -3.5560 -7.7164 0.106
H -0.3663 -3.1118 -1.4238 0.094
S -1.6198 2.1675 1.8121 0.774
As 2.1234 -1.5578 -2.3132 1.348
H 4.0738 3.5221 4.8253 0.100
Ti -0.4190 0.0652 0.5480 0.404
H -3.7479 -2.0994 -0.6456 0.111
H -0.3098 2.1074 6.2680 0.127
H -4.0147 3.1784 0.8315 0.041
H -3.1152 -3.6646 1.7264 0.025
C 4.7277 -0.3536 -2.8690 -0.155
H -3.4299 4.2625 2.0938 0.072
C -1.5937 -1.5193 -3.1235 -0.180
C -3.1096 2.7998 -3.2236 -0.128
C -0.7653 -4.9853 1.6376 -0.006
H 4.3015 4.0695 -4.4176 0.080
H 1.5089 4.0517 5.7497 0.123
H -1.9454 -4.6120 -4.3055 0.129
C 2.9300 -3.1935 -6.7113 -0.078
H 6.5800 0.6015 -3.3559 0.107
C 2.0830 4.6530 -1.4091 -0.278
F -5.3866 3.3898 -3.1282 0.150
C -1.0525 -1.9315 3.0208 -0.627
```

Maximum force ... 2.17 eV Å⁻¹
Total energy ... -231699.074 eV
Energy relative to the best compared isomer or geometry (same formula, charge and spin) ... 1.942 eV
Highest occupied orbital energy ... -9.9135 eV
Total charge ... +1
Gap between HOMO and LUMO ... 6.7 eV